67
Properties=species:S:1:pos:R:3 method="wB97M-V/def2-TZVPD" homo_ha="-0.409 / -0.409" charge=+1 relative_energy_ev=0.000 energy_ha=-5092.18218
W -0.02 -1.09 0.51
C 2.17 3.87 -1.43
C 1.12 4.01 -0.52
C 0.68 2.92 0.21
C 1.28 1.69 0.00
C 2.33 1.53 -0.90
C 2.76 2.63 -1.62
N 0.87 0.56 0.74
N -0.34 0.59 1.48
C -0.11 0.69 2.90
C -1.05 0.19 3.79
C -0.78 0.34 5.14
C 0.40 0.96 5.53
C 1.26 1.41 4.54
N 1.01 1.29 3.24
H 2.52 4.73 -1.98
H 0.67 4.98 -0.36
H -0.11 3.02 0.94
H 2.79 0.56 -1.02
H 3.58 2.52 -2.32
H -1.94 -0.33 3.45
H -1.47 -0.04 5.88
H 0.65 1.09 6.57
H 2.20 1.89 4.80
O 1.65 -3.56 -2.10
S 1.35 -3.16 -0.77
O -0.11 -3.10 -0.41
O 1.78 -1.75 -0.41
C 2.14 -4.26 0.36
C 2.51 -5.48 -0.19
C 3.07 -6.47 0.61
C 3.24 -6.24 1.96
C 2.87 -5.03 2.52
C 2.32 -4.03 1.73
S 2.02 -2.51 2.60
O 0.62 -2.08 2.00
O 1.79 -2.81 3.97
O 3.01 -1.55 2.21
H 2.37 -5.64 -1.25
H 3.36 -7.41 0.16
H 3.67 -7.01 2.59
H 3.00 -4.85 3.58
N -0.39 -0.44 -1.49
C -0.69 0.18 -2.41
C -1.04 0.97 -3.53
C -1.79 0.43 -4.58
C -2.16 1.26 -5.62
C -1.79 2.60 -5.60
C -1.06 3.13 -4.55
C -0.67 2.32 -3.50
H -2.06 -0.62 -4.57
H -2.73 0.86 -6.45
H -2.09 3.24 -6.42
H -0.78 4.18 -4.55
H -0.11 2.71 -2.66
Se -2.44 -1.54 0.63
C -3.18 0.18 0.17
C -3.61 0.34 -1.13
C -4.09 1.57 -1.56
C -4.15 2.63 -0.67
C -3.75 2.46 0.65
C -3.25 1.23 1.07
H -3.59 -0.50 -1.82
H -4.42 1.69 -2.58
H -4.53 3.59 -1.00
H -3.81 3.28 1.35
H -2.94 1.12 2.10

***

66
Properties=species:S:1:pos:R:3 method="wB97M-V/def2-TZVPD" homo_ha=-0.381 charge=+1 relative_energy_ev=0.000 energy_ha=-2589.03664
Zr 0.66 -0.14 -0.05
C 5.14 -0.25 1.24
C 5.10 0.29 2.51
C 3.94 0.92 2.94
C 2.85 0.94 2.10
N 2.86 0.36 0.89
C 3.99 -0.20 0.47
C 1.61 1.69 2.40
C 1.38 2.39 3.58
C 0.24 3.16 3.68
C -0.62 3.26 2.60
C -0.34 2.54 1.46
N 0.73 1.73 1.40
C -1.10 2.62 0.19
C -2.10 3.56 -0.02
C -2.70 3.64 -1.26
C -2.28 2.78 -2.26
C -1.29 1.86 -1.97
N -0.72 1.77 -0.77
H 6.02 -0.72 0.85
H 5.97 0.25 3.15
H 3.90 1.38 3.92
H 3.97 -0.63 -0.52
H 2.08 2.33 4.40
H 0.03 3.70 4.59
H -1.49 3.90 2.65
H -2.38 4.25 0.77
H -3.48 4.37 -1.44
H -2.71 2.82 -3.25
H -0.92 1.18 -2.73
S 1.72 0.66 -2.24
C 2.60 -0.68 -2.92
C 3.26 -0.43 -4.17
N 3.76 -0.21 -5.18
C 2.65 -1.91 -2.35
S 1.87 -2.28 -0.83
C 3.36 -2.99 -2.97
N 3.91 -3.87 -3.45
N -1.58 -0.38 1.01
C -2.70 -0.36 0.13
C -3.95 0.06 0.45
C -4.99 -0.01 -0.51
C -4.76 -0.53 -1.75
C -3.45 -0.96 -2.11
C -3.12 -1.48 -3.38
C -1.83 -1.82 -3.64
C -0.85 -1.62 -2.66
N -1.11 -1.13 -1.46
C -2.42 -0.84 -1.17
H -1.77 0.13 1.87
H -1.37 -1.36 1.28
H -4.17 0.43 1.44
H -5.98 0.32 -0.24
H -5.56 -0.61 -2.48
H -3.89 -1.60 -4.13
H -1.53 -2.23 -4.60
H 0.19 -1.84 -2.87
N -0.73 -3.36 1.31
C 0.43 -3.52 2.19
C 1.26 -2.25 2.32
O 2.25 -2.18 3.00
O 0.76 -1.23 1.65
H -1.41 -4.09 1.51
H -0.45 -3.49 0.35
H 1.12 -4.31 1.87
H 0.10 -3.78 3.19

***

69
Properties=species:S:1:pos:R:3 method="wB97M-V/def2-TZVPD" homo_ha="-0.508 / -0.508" charge=+2 relative_energy_ev=0.000 spin_multiplicity=2 energy_ha=-2654.78193
Sc 0.51 0.04 -0.37
C -0.19 -2.20 3.36
C 0.44 -1.16 2.68
N -0.12 -0.99 1.47
N -1.11 -1.91 1.37
C -1.16 -2.64 2.48
B -1.98 -2.05 0.08
N -1.06 -2.58 -1.07
C -1.11 -3.67 -1.84
C -0.03 -3.66 -2.72
C 0.65 -2.51 -2.41
N 0.04 -1.84 -1.41
N -2.49 -0.63 -0.32
C -3.73 -0.26 -0.65
C -3.73 1.09 -0.96
C -2.41 1.48 -0.80
N -1.65 0.44 -0.42
N -3.17 -2.92 0.39
C -4.09 -2.67 1.37
C -5.03 -3.66 1.33
C -4.61 -4.49 0.26
N -3.50 -4.05 -0.29
H 0.03 -2.56 4.34
H 1.25 -0.53 3.01
H -1.88 -3.44 2.59
H -1.92 -4.37 -1.71
H 0.21 -4.40 -3.46
H 1.56 -2.12 -2.85
H -4.54 -0.97 -0.65
H -4.57 1.70 -1.24
H -1.98 2.46 -0.92
H -4.01 -1.81 2.02
H -5.89 -3.78 1.96
H -5.08 -5.39 -0.10
C 4.14 -2.56 0.48
C 4.89 -1.93 1.46
C 4.47 -0.69 1.91
C 3.33 -0.10 1.36
N 2.59 -0.72 0.40
C 3.01 -1.92 0.00
N 3.02 1.13 1.89
C 2.23 2.01 1.37
N 1.52 1.89 0.18
C 1.04 3.12 -0.12
N 0.49 3.48 -1.27
C 0.32 2.70 -2.36
C 0.02 3.40 -3.53
C -0.16 2.73 -4.73
C -0.10 1.35 -4.70
C 0.16 0.70 -3.48
N 0.38 1.33 -2.33
C 1.31 4.06 0.96
C 1.01 5.41 1.11
C 1.47 6.02 2.26
C 2.21 5.32 3.22
C 2.53 3.98 3.05
C 2.05 3.37 1.91
H 4.41 -3.53 0.10
H 5.78 -2.39 1.87
H 4.99 -0.15 2.68
H 2.39 -2.43 -0.72
H -0.03 4.48 -3.46
H -0.37 3.26 -5.64
H -0.25 0.75 -5.59
H 0.15 -0.38 -3.45
H 0.45 5.95 0.36
H 1.25 7.07 2.43
H 2.56 5.84 4.10
H 3.12 3.44 3.77

***

62
Properties=species:S:1:pos:R:3 method="wB97M-V/def2-TZVPD" homo_ha=-0.443 charge=+1 relative_energy_ev=0.000 energy_ha=-4793.57540
Pt 0.92 -0.92 -0.01
Br -1.45 -3.50 1.10
C -0.06 -3.98 -0.07
C -0.01 -5.28 -0.55
C 1.05 -5.62 -1.38
C 2.03 -4.69 -1.65
C 1.90 -3.42 -1.12
N 0.85 -3.06 -0.37
C 3.01 -2.39 -1.28
O 3.99 -2.68 -1.93
O 2.83 -1.30 -0.61
H -0.77 -5.98 -0.28
H 1.12 -6.62 -1.78
H 2.91 -4.90 -2.24
N -0.62 1.50 0.33
P 1.06 1.28 0.25
C 1.83 1.85 1.76
C 1.66 3.17 2.17
C 2.24 3.60 3.35
C 3.01 2.72 4.10
C 3.20 1.41 3.69
C 2.60 0.97 2.51
C 1.71 2.24 -1.11
C 2.92 2.91 -1.01
C 3.43 3.58 -2.11
C 2.74 3.57 -3.31
C 1.53 2.89 -3.42
C 1.01 2.22 -2.32
P -1.17 -0.11 0.24
C -2.31 -0.29 1.61
C -1.90 0.12 2.88
C -2.75 -0.03 3.96
C -4.01 -0.59 3.78
C -4.42 -1.00 2.52
C -3.57 -0.85 1.43
C -2.14 -0.27 -1.27
C -2.86 0.82 -1.76
C -3.62 0.69 -2.91
C -3.67 -0.53 -3.58
C -2.96 -1.61 -3.10
C -2.19 -1.49 -1.95
H -1.14 2.33 0.54
H 1.08 3.86 1.57
H 2.11 4.62 3.68
H 3.47 3.06 5.02
H 3.80 0.73 4.27
H 2.75 -0.05 2.18
H 3.47 2.91 -0.07
H 4.38 4.10 -2.03
H 3.14 4.09 -4.17
H 0.99 2.89 -4.36
H 0.08 1.68 -2.41
H -0.91 0.54 3.03
H -2.43 0.29 4.95
H -4.67 -0.70 4.63
H -5.40 -1.42 2.38
H -3.90 -1.16 0.45
H -2.82 1.78 -1.25
H -4.17 1.54 -3.29
H -4.26 -0.62 -4.48
H -2.99 -2.56 -3.62
H -1.63 -2.34 -1.58